Entry 1:
Formula: C36H98N4O15
Source: OMol25
Level of theory: the ωB97M-V functional and the def2-TZVPD basis

XYZ file:
```
153
Properties=species:S:1:pos:R:3
C 4.523 -1.404 -4.780
C 3.525 -0.255 -4.406
C 4.194 0.503 -3.262
C 5.334 1.471 -3.549
C 4.838 2.357 -4.770
C 4.267 1.672 -6.018
N 3.268 0.677 -5.536
O 2.457 0.172 -6.606
C 3.505 2.826 -6.777
C 5.434 1.042 -6.828
C 2.307 -0.839 -3.822
H 4.127 -2.046 -5.566
H 4.897 -2.074 -4.005
H 5.495 -0.966 -5.006
H 3.433 0.965 -2.633
H 4.550 -0.215 -2.524
H 6.113 0.798 -3.909
H 5.722 1.984 -2.669
H 5.775 2.810 -5.093
H 4.292 3.219 -4.387
H 3.136 2.362 -7.692
H 2.568 3.121 -6.306
H 4.088 3.688 -7.103
H 5.830 1.681 -7.618
H 6.316 0.843 -6.220
H 5.040 0.126 -7.269
H 1.683 -1.360 -4.548
H 1.686 -0.001 -3.505
H 2.435 -1.546 -3.003
H 1.583 0.453 -6.327
C 4.309 -3.287 6.382
C 4.738 -2.869 4.921
C 5.158 -4.192 4.221
C 3.997 -5.099 3.702
C 3.037 -4.220 2.863
C 2.540 -2.962 3.544
N 3.731 -2.209 4.092
O 3.302 -1.093 4.745
C 1.925 -2.020 2.492
C 1.456 -3.461 4.527
C 6.052 -2.067 5.058
H 3.694 -2.591 6.952
H 5.203 -3.425 6.990
H 3.770 -4.234 6.392
H 5.827 -4.050 3.372
H 5.744 -4.734 4.963
H 3.529 -5.640 4.525
H 4.444 -5.876 3.082
H 2.243 -4.875 2.505
H 3.585 -3.932 1.965
H 2.731 -1.658 1.853
H 1.130 -2.470 1.898
H 1.512 -1.103 2.914
H 1.128 -2.695 5.230
H 0.631 -3.847 3.928
H 1.816 -4.248 5.189
H 6.886 -2.624 5.487
H 5.925 -1.177 5.674
H 6.389 -1.632 4.118
H 2.553 -1.454 5.226
C -6.664 -5.703 -1.911
C -6.801 -4.583 -0.857
C -5.745 -4.656 0.308
C -4.331 -4.220 -0.071
C -4.403 -2.828 -0.749
C -5.423 -2.647 -1.895
N -6.665 -3.269 -1.486
O -7.621 -3.057 -2.477
C -5.546 -1.116 -2.039
C -4.853 -3.267 -3.208
C -8.227 -4.619 -0.206
H -5.628 -5.876 -2.204
H -7.106 -5.279 -2.812
H -7.118 -6.644 -1.597
H -6.099 -4.095 1.173
H -5.702 -5.686 0.661
H -3.942 -4.991 -0.736
H -3.603 -4.230 0.741
H -3.380 -2.677 -1.092
H -4.380 -2.077 0.040
H -6.278 -0.831 -2.794
H -5.798 -0.609 -1.107
H -4.539 -0.769 -2.272
H -5.499 -2.882 -3.997
H -3.884 -2.779 -3.312
H -4.629 -4.333 -3.164
H -8.406 -3.806 0.498
H -8.365 -5.541 0.359
H -9.044 -4.528 -0.923
H -8.006 -2.205 -2.261
C -1.169 0.115 -1.421
C -0.989 0.701 0.010
C 0.494 1.255 -0.066
C 0.769 2.285 0.992
C -0.312 3.416 0.966
C -1.724 2.852 1.181
N -1.987 1.783 0.191
O -3.294 1.402 0.219
C -1.925 2.467 2.663
C -2.656 4.088 0.896
C -1.053 -0.450 1.095
H -1.044 0.894 -2.173
H -2.167 -0.245 -1.671
H -0.391 -0.568 -1.762
H 1.160 0.426 0.173
H 0.731 1.779 -0.991
H 1.701 2.793 0.746
H 0.821 1.895 2.009
H -0.259 3.995 0.044
H -0.099 4.141 1.751
H -2.937 2.095 2.826
H -1.289 1.617 2.914
H -1.650 3.214 3.407
H -3.656 3.769 1.190
H -2.357 4.977 1.451
H -2.817 4.311 -0.158
H -0.613 -1.390 0.762
H -2.094 -0.682 1.323
H -0.537 -0.235 2.030
H -3.438 1.091 1.115
O -4.709 0.454 2.647
H -5.201 1.238 2.891
H -5.291 -0.019 2.053
O 2.486 5.744 0.483
H 1.757 5.290 0.061
H 3.100 5.048 0.716
O -4.967 3.178 -1.358
H -4.924 2.648 -0.562
H -4.073 3.168 -1.702
O -2.303 3.400 -2.342
H -2.198 2.655 -1.750
H -1.413 3.608 -2.625
O -1.401 7.045 -0.030
H -1.878 6.220 0.056
H -0.842 7.082 0.746
O -3.368 1.332 5.247
H -3.821 2.175 5.266
H -3.887 0.795 4.647
O -2.537 6.731 3.000
H -2.369 6.370 3.870
H -1.693 7.082 2.718
O 4.250 3.517 0.496
H 4.340 2.565 0.438
H 4.691 3.847 -0.287
O 3.780 3.277 3.231
H 3.774 3.629 2.341
H 3.958 2.343 3.119
O 1.057 4.848 -1.990
H 1.369 4.176 -2.597
H 1.341 5.674 -2.381
O 0.516 4.884 5.093
H 1.421 5.071 4.843
H 0.093 4.615 4.278
```

Summary:
HOMO level (spin up / spin down)   -10.00 / -10.00 eV
HOMO-LUMO gap (spin up / spin down)   7.18 / 2.98 eV
2S+1   2
Total charge   +1
Electronic energy   -2777.52745 Eh

Entry 2:
Formula: C36H99N9O9
Source: OMol25
Level of theory: the ωB97M-V functional and the def2-TZVPD basis

XYZ file:
```
153
Properties=species:S:1:pos:R:3
C -20.309 -26.542 22.488
O -19.352 -25.625 22.932
C -19.293 -25.509 24.351
C -20.394 -24.582 24.866
C -20.294 -23.205 24.224
N -20.281 -24.471 26.331
H -20.302 -26.536 21.394
H -21.341 -26.290 22.766
H -20.121 -27.584 22.777
H -19.456 -26.473 24.851
H -18.298 -25.092 24.517
H -21.372 -24.979 24.554
H -20.006 -23.338 23.173
H -19.454 -22.634 24.632
H -21.187 -22.580 24.209
H -20.098 -25.417 26.669
H -21.157 -24.173 26.744
C -20.639 -26.967 32.663
O -19.631 -26.365 31.864
C -19.435 -26.953 30.607
C -20.096 -26.220 29.430
C -21.588 -26.030 29.693
N -19.996 -27.009 28.194
H -21.641 -26.865 32.239
H -20.587 -26.440 33.614
H -20.417 -28.025 32.844
H -18.360 -26.829 30.402
H -19.605 -28.036 30.577
H -19.661 -25.227 29.309
H -21.808 -25.353 30.515
H -22.037 -27.017 29.861
H -22.153 -25.661 28.833
H -19.043 -26.998 27.831
H -20.145 -27.993 28.406
C -20.218 -20.185 26.997
O -20.734 -19.953 28.277
C -20.559 -20.985 29.216
C -21.106 -20.493 30.547
C -20.207 -19.413 31.143
N -21.060 -21.679 31.413
H -19.972 -19.227 26.533
H -20.943 -20.663 26.328
H -19.290 -20.763 27.042
H -21.190 -21.836 28.920
H -19.536 -21.382 29.268
H -22.147 -20.202 30.420
H -19.304 -19.827 31.588
H -20.636 -18.805 31.950
H -19.991 -18.645 30.388
H -21.583 -21.737 32.265
H -20.315 -22.344 31.350
C -27.731 -24.082 20.324
O -26.376 -24.087 20.712
C -25.655 -25.111 20.096
C -24.493 -25.555 20.955
C -23.912 -26.865 20.450
N -24.960 -25.773 22.360
H -28.163 -23.172 20.744
H -28.260 -24.921 20.785
H -27.829 -24.023 19.236
H -26.299 -25.952 19.804
H -25.270 -24.737 19.131
H -23.716 -24.785 20.933
H -23.769 -26.847 19.361
H -24.608 -27.687 20.624
H -22.912 -27.064 20.832
H -24.597 -24.975 22.861
H -24.647 -26.650 22.748
C -24.047 -26.085 25.965
O -24.224 -26.253 27.351
C -25.364 -26.915 27.838
C -25.316 -26.678 29.359
C -25.033 -27.982 30.083
N -26.581 -26.179 29.928
H -24.476 -26.916 25.389
H -22.987 -25.979 25.734
H -24.571 -25.182 25.630
H -26.346 -26.619 27.436
H -25.301 -27.954 27.474
H -24.517 -25.972 29.576
H -24.904 -27.816 31.157
H -24.094 -28.476 29.818
H -25.838 -28.706 29.939
H -26.982 -25.444 29.357
H -27.256 -26.938 29.912
C -23.582 -22.612 26.459
O -23.972 -21.415 25.852
C -24.019 -20.259 26.708
C -24.542 -19.069 25.918
C -23.923 -18.949 24.536
N -24.477 -17.821 26.664
H -22.648 -22.466 27.028
H -23.225 -23.256 25.650
H -24.332 -23.107 27.077
H -24.523 -20.449 27.658
H -22.948 -20.033 26.854
H -25.609 -19.295 25.755
H -24.362 -18.089 24.042
H -24.138 -19.871 23.995
H -22.832 -18.974 24.634
H -23.655 -17.276 26.418
H -24.337 -17.945 27.663
C -14.762 -22.324 19.800
O -16.037 -22.777 20.208
C -17.056 -22.051 19.548
C -18.397 -22.458 20.098
C -18.751 -23.916 19.776
N -19.499 -21.611 19.631
H -14.631 -22.425 18.716
H -14.008 -22.910 20.321
H -14.632 -21.261 20.039
H -16.930 -20.971 19.715
H -17.010 -22.254 18.471
H -18.393 -22.480 21.194
H -17.904 -24.602 19.811
H -19.107 -24.012 18.741
H -19.571 -24.236 20.419
H -20.310 -21.850 20.187
H -19.302 -20.626 19.771
C -12.614 -29.311 20.745
O -13.574 -28.675 21.523
C -13.334 -27.286 21.609
C -14.204 -26.615 22.617
C -15.697 -26.739 22.219
N -13.846 -25.192 22.759
H -12.860 -30.371 20.690
H -11.584 -29.276 21.127
H -12.608 -28.889 19.730
H -12.280 -27.173 21.913
H -13.403 -26.808 20.618
H -14.174 -27.051 23.618
H -15.892 -26.149 21.319
H -16.336 -26.379 23.026
H -15.944 -27.788 22.037
H -14.421 -24.810 23.503
H -14.207 -24.743 21.917
C -16.723 -23.650 27.073
O -16.023 -23.481 25.845
C -15.922 -22.138 25.434
C -15.528 -22.112 23.971
C -14.682 -20.910 23.592
N -16.723 -22.171 23.115
H -17.771 -23.400 26.875
H -16.321 -23.083 27.920
H -16.595 -24.709 27.302
H -16.854 -21.579 25.616
H -15.176 -21.578 26.023
H -14.868 -22.980 23.847
H -15.108 -19.920 23.762
H -14.233 -21.042 22.607
H -13.816 -20.870 24.271
H -17.277 -22.996 23.332
H -16.381 -22.305 22.162
```

Summary:
HOMO level   -8.69 eV
Energy relative to the best compared isomer or geometry (same formula, charge and spin)   55.6 kcal per mole
HOMO-LUMO gap   9.24 eV
Total charge   0
Electronic energy   -2600.74588 Eh

Entry 3:
Formula: C36H99N9O9
Source: OMol25
Level of theory: the ωB97M-V functional and the def2-TZVPD basis

XYZ file:
```
153
Properties=species:S:1:pos:R:3
C 5.138 -1.460 7.133
O 4.455 -0.929 6.024
C 4.250 0.479 6.084
C 3.907 0.950 4.687
C 3.834 2.467 4.615
N 2.625 0.391 4.187
H 6.164 -1.721 6.861
H 4.638 -2.359 7.510
H 5.155 -0.801 8.010
H 3.424 0.691 6.779
H 5.162 0.964 6.451
H 4.697 0.557 4.040
H 4.835 2.892 4.511
H 3.368 2.879 5.510
H 3.307 2.774 3.712
H 2.559 -0.583 4.488
H 1.908 0.825 4.776
C -4.982 -2.881 -2.973
O -4.121 -3.839 -3.547
C -2.980 -4.010 -2.716
C -2.043 -5.034 -3.301
C -0.937 -5.349 -2.303
N -1.518 -4.585 -4.591
H -6.008 -3.010 -3.325
H -4.641 -1.870 -3.214
H -5.080 -3.001 -1.886
H -2.511 -3.023 -2.627
H -3.253 -4.462 -1.756
H -2.574 -5.973 -3.476
H -0.317 -6.170 -2.675
H -1.258 -5.568 -1.284
H -0.206 -4.527 -2.252
H -0.910 -5.287 -5.001
H -0.899 -3.787 -4.450
C 6.800 0.144 -0.994
O 7.205 1.499 -1.170
C 6.521 2.431 -0.362
C 6.876 3.847 -0.832
C 5.844 4.841 -0.394
N 6.985 3.946 -2.310
H 6.910 -0.158 0.053
H 7.536 -0.419 -1.568
H 5.798 -0.055 -1.371
H 5.427 2.335 -0.468
H 6.777 2.285 0.695
H 7.881 4.118 -0.490
H 6.088 5.831 -0.786
H 5.779 5.002 0.685
H 4.868 4.540 -0.770
H 6.071 3.683 -2.691
H 7.555 3.160 -2.618
C -1.203 -2.197 0.026
O -0.164 -1.304 -0.338
C 0.603 -0.842 0.750
C 1.776 -0.051 0.174
C 2.904 -0.954 -0.296
N 2.285 0.983 1.091
H -0.837 -3.209 -0.183
H -2.049 -2.048 -0.646
H -1.491 -2.074 1.064
H 0.023 -0.141 1.382
H 0.947 -1.603 1.471
H 1.369 0.507 -0.676
H 3.201 -1.610 0.526
H 3.757 -0.345 -0.592
H 2.636 -1.541 -1.175
H 2.549 0.592 1.999
H 1.462 1.546 1.303
C -1.321 2.691 -0.585
O -1.154 3.713 0.344
C -1.682 3.389 1.607
C -1.623 4.606 2.486
C -0.203 4.990 2.872
N -2.395 4.329 3.714
H -1.192 2.987 -1.625
H -2.283 2.157 -0.541
H -0.595 1.870 -0.433
H -2.718 3.021 1.525
H -1.131 2.553 2.075
H -2.042 5.457 1.934
H 0.514 4.847 2.058
H 0.143 4.356 3.694
H -0.117 6.044 3.139
H -2.542 5.212 4.200
H -3.353 4.100 3.446
C 0.714 -0.503 -3.574
O -0.095 -0.376 -4.712
C -1.345 -1.002 -4.552
C -1.994 -1.235 -5.907
C -2.163 0.071 -6.642
N -3.298 -1.845 -5.641
H 0.703 -1.524 -3.151
H 0.296 0.088 -2.741
H 1.738 -0.229 -3.802
H -1.172 -1.973 -4.057
H -1.978 -0.415 -3.868
H -1.324 -1.910 -6.455
H -1.253 0.678 -6.601
H -2.920 0.715 -6.188
H -2.382 -0.048 -7.706
H -3.727 -2.194 -6.490
H -3.233 -2.661 -5.033
C -5.462 -5.676 -0.857
O -4.340 -5.938 -0.053
C -4.689 -5.880 1.309
C -3.499 -6.051 2.211
C -2.270 -5.318 1.695
N -3.094 -7.478 2.423
H -5.182 -5.522 -1.899
H -6.048 -4.806 -0.542
H -6.131 -6.550 -0.857
H -5.195 -4.928 1.544
H -5.442 -6.649 1.562
H -3.767 -5.672 3.199
H -1.770 -5.882 0.912
H -1.587 -5.128 2.521
H -2.551 -4.354 1.259
H -3.334 -7.971 1.559
H -3.773 -7.899 3.059
C 3.189 8.105 -2.090
O 2.331 7.095 -1.659
C 2.056 6.172 -2.663
C 1.385 4.942 -2.106
C 2.201 4.152 -1.107
N 1.099 4.052 -3.256
H 2.774 8.755 -2.877
H 4.138 7.719 -2.495
H 3.443 8.758 -1.254
H 1.491 6.581 -3.516
H 3.004 5.833 -3.123
H 0.425 5.190 -1.628
H 2.620 4.771 -0.313
H 3.012 3.614 -1.601
H 1.539 3.445 -0.602
H 0.657 3.201 -2.937
H 0.501 4.537 -3.913
C -2.228 -0.715 3.461
O -3.486 -1.230 3.793
C -4.178 -1.790 2.704
C -4.822 -0.758 1.786
C -5.959 -0.051 2.515
N -5.281 -1.515 0.619
H -2.276 0.230 2.910
H -1.591 -1.450 2.956
H -1.662 -0.532 4.379
H -3.549 -2.453 2.094
H -4.953 -2.425 3.149
H -4.044 -0.061 1.469
H -5.579 0.605 3.305
H -6.621 -0.785 2.975
H -6.523 0.595 1.839
H -5.806 -0.968 -0.054
H -5.921 -2.249 0.911
```

Summary:
HOMO level   -8.77 eV
Energy relative to the best compared isomer or geometry (same formula, charge and spin)   27.1 kcal per mole
HOMO-LUMO gap   9.26 eV
Total charge   0
Electronic energy   -2600.79126 Eh

Which formula does entry 2 have?
C36H99N9O9